{"formula": "C30H48BrN3O4SSeSiW", "method": "the ωB97M-V functional and the def2-TZVPD basis", "homo_lumo_gap_ha": [0.239, 0.250], "total_charge": -1, "largest_force_ha_per_bohr": 0.021, "e_tot_ev": -200482.8000, "relative_energy_kcal_mol": 21.4, "s2": 0.75, "spin_multiplicity": 2, "species": ["C", "W", "H", "H", "Br", "H", "C", "H", "Si", "C", "Se", "H", "C", "C", "H", "C", "H", "H", "H", "H", "H", "H", "C", "H", "C", "H", "H", "C", "O", "C", "H", "H", "H", "C", "O", "C", "O", "C", "H", "H", "H", "H", "N", "H", "H", "C", "H", "H", "N", "H", "H", "C", "C", "O", "C", "C", "C", "H", "H", "C", "H", "C", "H", "C", "C", "C", "H", "H", "C", "H", "H", "S", "H", "H", "C", "C", "H", "H", "H", "C", "H", "N", "H", "H", "H", "H", "H", "C", "H", "C"], "coordinates": [[-2.797, 1.758, 1.533], [1.022, -0.711, 2.761], [-5.084, 5.300, 1.076], [-3.516, 5.613, 0.341], [0.872, 0.735, 0.599], [2.532, -1.658, 6.086], [-3.259, 2.971, 1.031], [0.818, -1.979, 6.410], [0.479, -0.368, -2.784], [-3.488, 4.069, 1.845], [-1.742, 0.002, 3.632], [3.518, 0.148, -2.236], [-2.308, -0.382, -3.442], [1.946, 2.083, -3.044], [-0.674, -1.032, -5.603], [-1.079, -1.301, -3.463], [2.769, 1.628, -3.595], [-0.359, 3.368, -2.974], [-0.601, 1.267, -5.238], [-1.826, -2.317, -5.224], [-2.345, -2.950, -2.865], [-0.201, -4.808, 0.173], [-2.760, 0.585, 0.599], [-0.348, 2.264, -1.592], [0.811, 1.803, 4.760], [-1.762, 0.401, 0.202], [1.933, 3.149, -3.299], [-2.779, 2.613, 5.258], [0.582, -2.455, 3.676], [1.234, 0.636, 5.608], [2.933, -0.175, -4.736], [-0.263, 1.885, 4.877], [1.494, -3.002, -1.784], [-2.470, 1.648, 2.901], [2.740, -0.498, 2.763], [-1.414, -2.476, -2.529], [1.517, 0.750, 6.796], [3.196, -0.876, -2.062], [3.606, -1.796, -4.583], [0.473, 2.664, -5.204], [-0.103, -2.573, -4.958], [-3.000, 1.601, 5.590], [1.688, -2.304, 1.327], [2.156, 2.000, -1.975], [-3.196, -0.968, -3.710], [-4.012, 5.363, 1.280], [3.710, -2.224, 1.594], [4.080, -1.521, -2.149], [1.096, 1.451, 3.370], [0.652, 2.048, 2.682], [-3.856, 6.189, 1.975], [1.952, -4.800, 0.271], [0.587, 1.469, -3.402], [2.215, -3.769, 4.480], [-3.298, 3.903, 3.207], [0.384, 1.608, -4.918], [1.542, -1.707, 5.633], [-3.548, 4.719, 3.880], [1.982, -1.574, -5.242], [3.084, -4.079, 0.645], [4.075, -4.497, 0.543], [-0.899, -1.830, -4.892], [-0.640, -3.242, -2.518], [2.902, -2.833, 1.211], [-2.814, 2.715, 3.752], [1.909, -2.839, -2.781], [-3.070, -0.318, 1.125], [2.105, 1.549, 3.244], [0.579, -2.970, 0.944], [-3.516, 3.295, 5.687], [-3.475, 3.040, -0.032], [-0.803, -2.010, 1.285], [-1.558, -2.139, -1.500], [-2.480, 0.036, -2.448], [2.130, -1.348, -3.064], [-0.471, 2.318, -2.676], [2.057, -5.801, -0.132], [1.299, 2.730, 5.055], [1.250, -3.311, -3.510], [2.684, -1.208, -4.489], [-3.439, 0.755, -0.240], [1.161, -0.514, 4.917], [-1.815, 2.891, 5.686], [2.833, -0.940, -1.034], [2.873, -3.360, -2.824], [-1.490, 2.018, -2.911], [-2.234, 0.439, -4.155], [0.694, -4.257, 0.430], [1.133, 1.050, -5.484], [1.505, -2.804, 4.565]]}

---

{"formula": "C30H48BrN3P2Pt", "method": "the ωB97M-V functional and the def2-TZVPD basis", "homo_lumo_gap_ha": [0.247, 0.177], "total_charge": 4, "largest_force_ha_per_bohr": 0.099, "e_tot_ev": -128180.4575, "s2": 6.10, "spin_multiplicity": 5, "species": ["C", "H", "H", "C", "C", "C", "H", "H", "H", "H", "H", "H", "C", "H", "H", "H", "C", "H", "H", "C", "C", "C", "H", "H", "H", "P", "N", "C", "H", "H", "H", "H", "C", "N", "C", "H", "H", "H", "H", "C", "C", "C", "H", "C", "H", "C", "C", "H", "C", "Br", "H", "H", "H", "C", "H", "N", "C", "H", "C", "H", "C", "H", "C", "H", "H", "C", "H", "H", "C", "C", "H", "H", "P", "C", "H", "C", "C", "H", "Pt", "H", "H", "H", "H", "H", "H"], "coordinates": [[0.626, -2.726, -2.756], [1.038, 1.123, 2.483], [-2.620, 0.601, -2.423], [3.462, -2.006, 1.438], [4.722, -1.741, 2.274], [3.779, 0.815, 0.728], [-4.123, 0.570, 3.288], [-0.794, -2.562, 2.065], [-6.389, 5.597, -2.978], [1.609, -2.990, -3.174], [0.567, -3.358, 1.302], [3.226, 1.638, 0.244], [-5.792, 4.704, -3.176], [1.397, -3.045, -0.764], [-2.158, -1.701, -2.109], [3.607, -2.916, 0.835], [-2.166, -2.500, -1.357], [-4.284, -2.052, -1.276], [-5.216, 2.791, -5.752], [-3.327, 0.127, 2.688], [-5.016, 4.112, -2.165], [-0.998, 1.543, -1.237], [-2.337, -4.299, 1.471], [2.605, -2.231, 2.103], [3.848, -0.218, -1.891], [2.831, -0.697, 0.270], [0.139, 0.968, 2.967], [-4.333, 2.475, -3.779], [5.904, 0.265, 0.924], [5.586, 1.956, 0.578], [5.634, -2.098, 1.777], [0.572, 3.624, 1.034], [5.083, -1.904, -1.296], [-5.856, 4.220, -4.410], [-1.303, -4.463, 1.155], [-0.015, 0.921, -3.133], [-3.429, 0.427, 1.635], [-3.458, -1.798, 0.256], [-3.758, 1.616, -4.126], [-1.504, 0.934, 4.415], [-1.998, 0.531, 3.164], [-3.335, 2.331, -1.430], [5.055, -2.796, -0.661], [3.750, -1.160, -1.324], [-3.433, -0.962, 2.737], [-4.237, 2.940, -2.437], [-2.394, 1.360, -1.679], [4.871, -0.687, 2.525], [-5.146, 3.144, -4.717], [2.910, 4.087, -0.703], [-1.319, -4.927, 0.164], [-0.883, -5.202, 1.844], [-3.372, 2.816, -0.449], [-0.803, 2.351, -0.016], [1.184, -1.325, -1.228], [-0.972, 0.558, 2.280], [-0.510, -3.162, 1.190], [4.645, -2.314, 3.208], [0.738, -2.339, -1.289], [0.578, 2.699, 5.617], [0.418, 3.047, 0.124], [5.303, -2.236, -2.322], [-0.155, 1.209, 4.263], [0.665, 1.038, 6.195], [-2.061, 1.058, 5.332], [0.128, 1.442, -2.177], [-5.027, 4.575, -1.185], [2.094, 2.121, -2.680], [5.254, 0.935, 0.352], [1.386, 3.083, -0.893], [3.661, 0.946, 1.816], [1.857, 1.610, 4.996], [-0.765, -2.069, -0.266], [0.806, 1.667, 5.303], [-1.656, 2.772, 0.531], [-3.501, -2.460, -0.621], [1.271, 2.178, -1.975], [0.246, -1.895, -3.364], [-1.095, 0.087, 0.296], [5.409, 0.758, -0.715], [-2.017, -3.435, -1.907], [5.919, -1.270, -0.983], [-3.839, -3.447, -0.277], [3.038, -1.784, -1.888], [-0.028, -3.594, -2.882]]}